The following is a quantum chemistry calculation of 2 unconnected molecules or ions with the total composition C4H12N2S at a distorted geometry, from OMol25.

Calculated values
Total charge ... 0
HOMO-LUMO gap ... 7.21 eV
ΔE to the lowest compared entry with this formula, charge and spin ... 123.25 kJ/mol
HOMO ... -6.66 eV
Strongest force on any atom ... 0.04092 Eh/bohr

Atoms and positions in Å:
S  -1.378  0.696  0.579
N  0.463  1.038  -2.050
N  1.745  0.723  -0.129
C  -2.362  -1.888  0.261
C  1.981  1.010  1.269
C  0.857  1.392  -0.825
C  -1.074  -1.092  0.351
H  -0.428  1.436  -2.311
H  2.103  -0.118  -0.554
H  3.034  0.891  1.525
H  0.380  2.254  -0.383
H  -2.802  -2.023  1.245
H  1.803  2.073  1.420
H  -0.493  -1.234  -0.570
H  -2.188  -2.869  -0.188
H  -0.444  -1.420  1.175
H  1.302  0.429  1.889
H  -3.060  -1.365  -0.392
H  0.560  0.069  -2.315


The following is a quantum chemistry calculation of 3 unconnected molecules or ions with the total composition C4H12N2S at a distorted geometry, from OMol25.

Calculated values
Total charge ... 0
HOMO-LUMO gap ... 7.83 eV
ΔE to the lowest compared entry with this formula, charge and spin ... 357.83 kJ/mol
HOMO ... -7.99 eV
Strongest force on any atom ... 0.07710 Eh/bohr

Atoms and positions in Å:
S  3.137  -0.018  -0.632
N  -2.170  0.556  -1.045
N  -0.012  0.096  -1.757
C  -0.819  0.460  -0.847
C  -3.060  0.588  0.113
C  2.192  -1.047  0.510
C  1.982  -0.360  1.864
H  2.725  -1.993  0.591
H  -2.638  -0.121  0.836
H  1.450  -1.013  2.565
H  -0.435  0.709  0.156
H  -0.169  0.259  -2.745
H  -3.160  1.557  0.604
H  1.227  -1.298  0.024
H  -2.548  0.273  -1.931
H  2.961  -0.183  2.299
H  1.460  0.587  1.756
H  -4.059  0.256  -0.166
H  1.937  0.692  -2.195


The following is a quantum chemistry calculation of 2 unconnected molecules or ions with the total composition C4H12N2S at a distorted geometry, from OMol25.

Calculated values
Total charge ... 0
HOMO-LUMO gap (alpha / beta) ... 9.39 / 7.09 eV
ΔE to the lowest compared entry with this formula, charge and spin ... 392.82 kJ/mol
HOMO (alpha / beta) ... -9.42 / -7.81 eV
Strongest force on any atom ... 0.05493 Eh/bohr

Atoms and positions in Å:
S  1.287  0.055  1.016
N  1.406  -2.253  -0.915
N  1.923  1.306  0.335
C  -0.273  0.457  -1.195
C  -1.188  1.541  0.916
C  -1.134  -1.097  0.628
C  -0.483  0.229  0.284
H  -1.503  -1.009  1.656
H  -1.696  2.025  0.022
H  -1.238  0.339  -1.838
H  -0.248  -1.697  0.482
H  -1.942  1.249  1.706
H  2.895  1.493  0.612
H  0.113  1.449  -1.311
H  2.053  -2.950  -0.632
H  -0.364  2.110  1.352
H  -1.870  -1.372  -0.049
H  0.375  -0.309  -1.634
H  1.886  -1.566  -1.436


The following is a quantum chemistry calculation of C4H12N2S in the gas phase at a distorted geometry, from OMol25.

Calculated values
Total charge ... 0
HOMO-LUMO gap ... 9.75 eV
ΔE to the lowest compared entry with this formula, charge and spin ... 176.65 kJ/mol
HOMO ... -8.84 eV
Structure (SMILES) ... C[C@@H](CS)NCN
Strongest force on any atom ... 0.07895 Eh/bohr

Atoms and positions in Å:
S  1.563  -1.124  -2.678
N  0.808  -0.149  0.448
N  0.033  0.819  2.516
C  -1.528  0.309  -0.354
C  0.203  -0.471  1.745
C  0.217  0.076  -1.908
C  -0.284  -0.440  -0.582
H  -0.564  0.189  -2.756
H  0.907  1.357  2.592
H  -1.275  1.379  -0.486
H  -2.286  -0.033  -1.045
H  0.653  1.043  -1.773
H  -0.558  1.448  1.865
H  -0.300  -1.511  -0.649
H  -0.737  -1.033  1.984
H  -1.991  0.269  0.613
H  2.522  -0.235  -2.480
H  1.688  -0.760  0.621
H  0.930  -1.132  2.325


The following is a quantum chemistry calculation of C4H12N3 in the gas phase at a distorted geometry, from OMol25.

Calculated values
Total charge ... 0
Spin multiplicity ... 2
HOMO-LUMO gap (alpha / beta) ... 6.36 / 9.12 eV
ΔE to the lowest compared entry with this formula, charge and spin ... 88.27 kJ/mol
<S²> ... 0.754
HOMO (alpha / beta) ... -5.38 / -8.15 eV
Strongest force on any atom ... 0.06909 Eh/bohr

Atoms and positions in Å:
N  -0.367  0.213  -0.932
N  -1.062  2.272  -2.088
N  1.216  -1.941  0.206
C  -0.143  1.411  -1.474
C  1.074  -0.936  1.230
C  -0.312  -0.329  1.523
C  -1.154  -0.132  0.286
H  -1.875  0.684  0.425
H  0.875  1.821  -1.351
H  -0.663  3.192  -2.092
H  -0.777  -0.913  2.332
H  -0.159  0.621  2.072
H  0.241  -0.604  -1.051
H  2.152  -2.046  -0.167
H  -1.744  -1.061  0.025
H  1.062  -2.833  0.663
H  1.631  -1.352  2.097
H  1.703  -0.033  1.106
H  -1.697  1.966  -2.810


The following is a quantum chemistry calculation of a gas-phase ion, C4H12N3 (charge +1) at a distorted geometry, from OMol25.

Calculated values
Total charge ... +1
HOMO-LUMO gap ... 11.66 eV
ΔE to the lowest compared entry with this formula, charge and spin ... 192.89 kJ/mol
HOMO ... -14.67 eV
Structure (SMILES) ... C[C@@H](N)C/[NH+]=C\N
Strongest force on any atom ... 0.05987 Eh/bohr

Atoms and positions in Å:
N  2.070  -1.052  0.002
N  1.440  1.251  0.087
N  -0.478  -1.488  -0.128
C  -0.754  -0.063  0.308
C  0.068  1.099  -0.350
C  -2.245  0.246  0.086
C  2.334  0.198  0.054
H  0.024  0.998  -1.450
H  -0.370  2.036  0.085
H  1.786  2.161  -0.355
H  -3.025  -0.450  0.714
H  -2.606  0.249  -0.955
H  0.937  -1.465  -0.133
H  -2.488  1.313  0.427
H  3.306  0.638  0.186
H  -1.268  -1.563  -0.809
H  2.612  -1.881  0.236
H  -0.687  -0.028  1.374
H  -0.654  -2.199  0.620


The following is a quantum chemistry calculation of a molecular structure, C4H12N3 at a distorted geometry, from OMol25.

Calculated values
Total charge ... +1
HOMO-LUMO gap ... 11.07 eV
ΔE to the lowest compared entry with this formula, charge and spin ... 348.33 kJ/mol
HOMO ... -14.22 eV
Strongest force on any atom ... 0.11412 Eh/bohr

Atoms and positions in Å:
N  -0.692  0.627  0.266
N  -0.187  2.619  -1.927
N  0.013  -0.858  1.980
C  0.076  -0.339  -0.617
C  0.268  -1.550  0.979
C  -0.350  0.477  1.627
C  0.767  -2.865  0.699
H  0.799  2.487  -1.653
H  -0.360  3.590  -1.965
H  -0.236  2.236  -2.904
H  1.610  -3.271  1.353
H  -0.598  -0.621  -1.449
H  -1.152  0.741  2.293
H  0.599  1.167  1.866
H  -1.629  0.140  0.245
H  0.984  0.062  -1.019
H  -0.197  -3.368  0.707
H  -0.840  1.521  -0.155
H  1.124  -2.795  -0.324


The following is a quantum chemistry calculation of 2 unconnected molecules or ions with the total composition C4H12N3 at a distorted geometry, from OMol25.

Calculated values
Total charge ... +1
HOMO-LUMO gap (alpha / beta) ... 7.40 / 6.37 eV
ΔE to the lowest compared entry with this formula, charge and spin ... 596.18 kJ/mol
HOMO (alpha / beta) ... -11.96 / -11.41 eV
Strongest force on any atom ... 0.07854 Eh/bohr

Atoms and positions in Å:
N  1.945  -0.291  0.695
N  -1.025  -0.239  -0.899
N  -1.590  0.859  -0.990
C  2.228  0.923  -1.381
C  -1.158  -1.107  0.247
C  1.525  0.372  -0.319
C  -1.701  -0.415  1.508
H  -1.585  1.302  -1.883
H  -0.237  -1.692  0.379
H  -1.912  -1.120  2.424
H  3.276  1.066  -1.198
H  -1.756  -1.891  -0.031
H  -2.364  1.084  -0.366
H  -1.058  0.332  2.097
H  2.073  0.266  -2.155
H  -2.729  0.025  1.414
H  1.961  1.907  -1.754
H  1.246  -0.606  1.360
H  2.862  -0.776  0.853


The following is a quantum chemistry calculation of 2 unconnected molecules or ions with the total composition C4H12N3 at a distorted geometry, from OMol25.

Calculated values
Total charge ... +1
HOMO-LUMO gap (alpha / beta) ... 8.69 / 6.15 eV
ΔE to the lowest compared entry with this formula, charge and spin ... 564.74 kJ/mol
HOMO (alpha / beta) ... -12.94 / -12.06 eV
Strongest force on any atom ... 0.09325 Eh/bohr

Atoms and positions in Å:
N  1.415  -0.416  0.008
N  -3.883  0.623  -0.137
N  -3.031  -0.290  0.365
C  0.278  -0.673  -0.703
C  1.399  0.595  1.080
C  -0.890  0.101  -0.658
C  2.695  -0.907  -0.424
H  3.484  -0.138  -0.301
H  2.972  -1.845  0.170
H  0.385  -1.495  -1.310
H  -4.425  0.441  -0.954
H  -0.735  1.027  -0.021
H  0.756  0.185  1.973
H  -2.788  -0.143  1.289
H  -4.115  1.503  0.320
H  2.470  0.596  1.181
H  0.921  1.515  0.868
H  -1.707  0.037  -1.424
H  2.803  -1.142  -1.531


The following is a quantum chemistry calculation of 2 unconnected molecules or ions with the total composition C4H12N3 at a distorted geometry, from OMol25.

Calculated values
Total charge ... +1
HOMO-LUMO gap (alpha / beta) ... 7.30 / 7.68 eV
ΔE to the lowest compared entry with this formula, charge and spin ... 447.81 kJ/mol
HOMO (alpha / beta) ... -10.77 / -10.91 eV
Strongest force on any atom ... 0.09037 Eh/bohr

Atoms and positions in Å:
N  -0.223  -1.054  0.443
N  -1.999  0.169  1.028
N  2.114  0.323  0.492
C  -1.381  0.291  -1.232
C  -1.109  -0.185  0.108
C  0.875  -1.608  -0.163
C  1.170  1.222  0.328
H  -2.849  0.544  0.644
H  -0.397  -1.411  1.441
H  -0.803  -0.389  -1.850
H  -2.418  0.262  -1.455
H  2.779  -0.037  -0.211
H  0.967  1.587  -0.766
H  0.817  -1.428  -1.235
H  1.201  -2.572  0.242
H  0.644  1.777  1.158
H  -0.923  1.341  -1.413
H  -2.062  -0.243  2.022
H  2.561  0.299  1.330